## 1
Formula: C36H111N9O15
Source: the OMol25 dataset
Level of theory: ωB97M-V with the def2-TZVPD basis set

- HOMO-LUMO gap (eV) = 9.58
- net charge = 0
- molar mass (g/mol) = 910.3
- highest occupied orbital energy (eV) = -8.967

Structure (XYZ):
```
171
Properties=species:S:1:pos:R:3:lowdin_charge:R:1
C 0.523 -5.186 -2.237 -0.060
C -0.549 -4.233 -1.855 -0.429
C -0.849 -4.538 -0.337 -0.203
O -1.126 -5.912 -0.170 -0.217
C -1.441 -6.299 1.180 -0.061
N -0.237 -2.865 -2.083 0.093
H 0.707 -5.158 -3.287 0.057
H 0.061 -6.184 -2.128 0.092
H 1.438 -5.126 -1.656 0.080
H -1.500 -4.461 -2.418 0.140
H -1.597 -3.871 0.070 0.099
H 0.097 -4.269 0.229 0.131
H -2.056 -5.499 1.544 0.072
H -0.477 -6.362 1.711 0.093
H -1.951 -7.236 1.027 0.086
H -1.025 -2.267 -1.910 0.042
H 0.482 -2.552 -1.497 0.014
C -2.901 3.883 3.366 -0.088
C -1.396 3.773 3.302 -0.368
C -0.861 3.163 4.673 -0.209
O -0.827 4.072 5.742 -0.204
C -1.264 3.689 7.028 -0.113
N -0.938 2.781 2.220 0.051
H -3.326 4.503 4.193 0.087
H -3.482 2.914 3.527 0.094
H -3.254 4.327 2.419 0.071
H -0.881 4.786 3.028 0.162
H 0.215 2.794 4.605 0.118
H -1.565 2.313 4.811 0.116
H -1.273 4.579 7.698 0.091
H -0.639 2.848 7.488 0.079
H -2.336 3.320 6.954 0.101
H -1.223 3.234 1.332 0.060
H -1.583 1.990 2.314 0.048
C 2.911 5.194 -0.084 -0.049
C 1.528 4.584 0.150 -0.398
C 0.636 5.316 -0.853 -0.251
O -0.677 5.099 -0.516 -0.186
C -1.683 5.764 -1.278 -0.089
N 1.497 3.145 -0.050 0.089
H 3.580 4.699 0.625 0.077
H 2.954 6.261 -0.016 0.072
H 3.256 4.985 -1.088 0.067
H 1.082 4.881 1.086 0.129
H 0.863 4.943 -1.827 0.098
H 0.963 6.412 -0.784 0.149
H -1.449 5.766 -2.358 0.090
H -1.944 6.859 -0.992 0.108
H -2.604 5.287 -1.002 0.065
H 2.248 2.649 0.390 0.044
H 0.717 2.810 0.445 0.026
C -1.414 0.061 -3.056 -0.042
C -1.413 1.170 -4.174 -0.364
C -2.858 1.335 -4.716 -0.162
O -3.741 1.484 -3.581 -0.245
C -5.122 1.630 -3.822 -0.124
N -1.016 2.443 -3.586 0.033
H -0.432 -0.020 -2.537 0.074
H -1.660 -0.853 -3.553 0.050
H -2.049 0.301 -2.218 0.055
H -0.670 0.900 -4.960 0.139
H -3.209 0.466 -5.271 0.118
H -2.998 2.197 -5.359 0.115
H -5.378 2.573 -4.345 0.091
H -5.629 1.617 -2.830 0.087
H -5.577 0.744 -4.358 0.096
H -1.519 2.606 -2.687 0.116
H -1.256 3.070 -4.335 0.085
C -4.581 -3.210 -0.370 -0.060
C -4.133 -2.302 -1.487 -0.393
C -4.581 -2.915 -2.875 -0.175
O -3.540 -3.803 -3.263 -0.230
C -3.260 -3.842 -4.662 -0.089
N -4.486 -0.864 -1.267 0.056
H -4.191 -4.180 -0.507 0.064
H -5.683 -3.193 -0.227 0.096
H -4.151 -2.946 0.605 0.079
H -3.048 -2.416 -1.580 0.103
H -4.637 -2.127 -3.588 0.089
H -5.608 -3.339 -2.837 0.133
H -3.039 -4.896 -4.875 0.087
H -2.379 -3.175 -4.889 0.088
H -4.168 -3.559 -5.270 0.100
H -5.487 -0.852 -0.967 0.108
H -4.337 -0.194 -2.032 0.052
C 2.766 -3.173 -5.109 -0.055
C 1.881 -1.982 -4.679 -0.431
C 2.504 -0.651 -5.134 -0.199
O 3.732 -0.348 -4.442 -0.197
C 4.167 0.884 -5.012 -0.113
N 0.500 -2.134 -5.137 0.054
H 2.366 -4.128 -4.740 0.070
H 3.753 -3.128 -4.692 0.057
H 2.930 -3.192 -6.180 0.074
H 1.921 -2.002 -3.603 0.085
H 1.772 0.184 -5.011 0.120
H 2.669 -0.785 -6.193 0.112
H 3.685 1.700 -4.479 0.059
H 3.919 1.013 -6.084 0.094
H 5.256 0.982 -4.834 0.095
H -0.018 -2.488 -4.329 0.029
H 0.543 -2.712 -5.986 0.079
C 3.362 -2.556 -1.380 -0.025
C 3.214 -1.142 -0.822 -0.430
C 4.397 -0.221 -1.163 -0.162
O 4.117 1.064 -0.571 -0.222
C 5.055 2.024 -1.001 -0.099
N 2.030 -0.478 -1.208 0.063
H 3.728 -2.595 -2.414 0.074
H 2.428 -3.082 -1.285 0.047
H 4.118 -3.056 -0.794 0.077
H 3.163 -1.251 0.265 0.116
H 4.518 -0.170 -2.244 0.107
H 5.397 -0.586 -0.776 0.144
H 6.100 1.637 -0.883 0.104
H 4.863 2.989 -0.477 0.082
H 4.893 2.283 -2.020 0.068
H 1.993 0.436 -0.666 0.099
H 2.093 -0.144 -2.140 0.052
C 2.170 -3.171 3.608 -0.058
C 3.372 -2.409 3.132 -0.437
C 3.347 -0.880 3.396 -0.207
O 2.208 -0.267 2.832 -0.246
C 2.396 1.146 2.883 -0.086
N 4.596 -2.924 3.753 0.026
H 1.278 -3.405 2.927 0.100
H 1.782 -2.507 4.458 0.087
H 2.500 -4.095 4.015 0.055
H 3.519 -2.615 2.046 0.132
H 4.277 -0.434 2.998 0.127
H 3.375 -0.675 4.482 0.125
H 3.312 1.477 2.342 0.089
H 2.468 1.430 3.988 0.106
H 1.534 1.678 2.401 0.072
H 4.411 -3.042 4.751 0.079
H 4.861 -3.803 3.334 0.072
C 0.914 0.532 6.718 -0.059
C -0.370 -0.109 7.220 -0.437
C -0.862 -1.036 6.146 -0.207
O -1.131 -0.285 4.980 -0.184
C -0.820 -0.893 3.793 -0.136
N -0.009 -0.991 8.354 0.040
H 1.538 -0.233 6.278 0.071
H 1.498 1.074 7.462 0.085
H 0.724 1.244 5.924 0.043
H -1.152 0.669 7.490 0.146
H -1.764 -1.580 6.558 0.145
H -0.156 -1.818 5.972 0.109
H -1.346 -1.800 3.616 0.101
H 0.276 -1.160 3.738 0.080
H -1.045 -0.165 3.091 0.045
H -0.956 -1.259 8.679 0.084
H 0.215 -0.347 9.072 0.051
O -3.878 -0.079 3.337 -0.082
H -3.163 -0.274 3.945 -0.011
H -3.421 0.142 2.485 -0.005
O 0.004 -1.174 1.065 -0.078
H 0.661 -0.853 1.705 0.009
H 0.538 -1.157 0.227 0.027
O -2.732 -0.039 0.809 -0.102
H -1.792 -0.394 0.976 0.058
H -3.121 -0.637 0.164 -0.001
O 2.723 5.036 -4.021 -0.093
H 2.566 5.443 -3.159 -0.004
H 2.492 4.074 -3.957 0.013
O 1.727 2.456 -2.984 -0.115
H 0.750 2.378 -3.082 -0.008
H 1.840 2.388 -2.002 0.012
O -3.777 2.429 -0.325 -0.041
H -4.408 2.564 0.382 0.035
H -3.373 1.642 -0.033 -0.050
```

---

## 2
Formula: C36H111N9O15
Source: the OMol25 dataset
Level of theory: ωB97M-V with the def2-TZVPD basis set

- HOMO-LUMO gap (eV) = 9.02
- net charge = 0
- molar mass (g/mol) = 910.3
- highest occupied orbital energy (eV) = -8.655

Structure (XYZ):
```
171
Properties=species:S:1:pos:R:3:lowdin_charge:R:1
C 7.788 16.780 17.606 -0.040
C 8.752 17.399 18.623 -0.403
C 7.905 18.315 19.505 -0.201
O 7.393 19.230 18.566 -0.236
C 6.252 19.969 19.003 -0.077
N 9.445 16.343 19.355 0.062
H 8.236 15.974 17.043 0.056
H 7.454 17.547 16.942 0.071
H 6.989 16.262 18.135 0.087
H 9.450 18.006 18.072 0.119
H 8.459 18.875 20.289 0.117
H 7.059 17.787 19.979 0.133
H 6.462 20.407 19.976 0.087
H 5.398 19.365 19.135 0.069
H 6.065 20.691 18.202 0.091
H 8.775 15.592 19.510 0.057
H 9.767 16.694 20.244 0.044
C 10.539 20.329 22.071 -0.034
C 11.609 19.234 22.002 -0.389
C 12.545 19.326 23.217 -0.218
O 13.228 20.530 23.398 -0.168
C 14.358 20.586 22.562 -0.105
N 10.987 17.869 22.000 0.055
H 9.734 20.006 22.668 0.067
H 10.129 20.657 21.136 0.056
H 10.951 21.177 22.480 0.052
H 12.121 19.270 21.042 0.079
H 13.190 18.467 23.148 0.089
H 11.945 19.266 24.160 0.149
H 15.120 19.819 22.757 0.092
H 14.849 21.558 22.728 0.095
H 14.039 20.599 21.524 0.071
H 11.621 17.093 22.110 0.047
H 10.291 17.886 22.759 0.086
C 9.296 18.291 13.166 -0.048
C 9.647 17.313 12.089 -0.430
C 10.968 17.462 11.407 -0.201
O 10.987 18.654 10.626 -0.185
C 12.288 19.069 10.364 -0.132
N 9.539 15.974 12.682 0.031
H 9.373 19.362 12.929 0.081
H 9.918 18.037 14.024 0.076
H 8.267 18.261 13.529 0.082
H 8.896 17.285 11.342 0.131
H 11.084 16.590 10.710 0.141
H 11.788 17.492 12.107 0.101
H 12.843 19.253 11.304 0.080
H 12.291 19.956 9.710 0.090
H 12.778 18.248 9.740 0.107
H 10.179 15.905 13.486 0.061
H 9.794 15.260 12.030 0.078
C 13.559 17.938 14.742 -0.032
C 13.940 19.048 15.718 -0.496
C 14.257 18.593 17.063 -0.211
O 13.113 18.037 17.731 -0.220
C 13.156 17.965 19.169 -0.066
N 15.097 19.732 15.269 0.044
H 14.450 17.356 14.504 0.058
H 13.276 18.348 13.751 0.073
H 12.869 17.122 15.049 0.076
H 13.082 19.741 15.790 0.122
H 14.617 19.491 17.629 0.127
H 15.071 17.855 17.030 0.132
H 12.109 17.748 19.426 0.084
H 13.589 18.855 19.643 0.076
H 13.816 17.169 19.475 0.076
H 14.978 20.181 14.368 0.085
H 15.362 20.452 15.974 0.095
C 7.712 12.345 17.257 -0.074
C 9.019 11.711 17.572 -0.416
C 9.114 10.257 16.895 -0.182
O 8.115 9.361 17.319 -0.200
C 8.051 9.116 18.720 -0.101
N 10.161 12.494 17.069 0.059
H 7.660 13.441 17.664 0.092
H 6.862 11.894 17.719 0.060
H 7.534 12.441 16.137 0.097
H 9.255 11.617 18.658 0.127
H 10.096 9.813 17.154 0.121
H 9.033 10.335 15.853 0.104
H 7.542 9.906 19.261 0.080
H 9.045 8.900 19.103 0.084
H 7.508 8.158 18.784 0.094
H 10.554 13.119 17.791 0.065
H 9.921 13.133 16.340 0.053
C 14.141 12.775 18.435 -0.055
C 14.772 14.123 18.157 -0.434
C 16.223 14.068 18.578 -0.165
O 16.313 13.980 20.056 -0.223
C 17.649 14.032 20.587 -0.107
N 14.734 14.525 16.757 0.103
H 13.190 12.656 17.846 0.077
H 13.991 12.750 19.542 0.072
H 14.773 11.950 18.120 0.074
H 14.294 14.830 18.930 0.139
H 16.739 14.946 18.224 0.115
H 16.701 13.161 18.163 0.129
H 17.813 13.529 21.530 0.075
H 17.858 15.090 20.762 0.077
H 18.387 13.649 19.838 0.093
H 13.856 14.254 16.338 0.044
H 14.929 15.525 16.663 0.072
C 15.463 13.013 12.256 -0.046
C 15.220 13.886 13.522 -0.439
C 16.603 14.291 14.095 -0.156
O 17.018 13.075 14.785 -0.267
C 18.416 12.915 14.926 -0.111
N 14.433 15.033 13.134 0.051
H 15.963 13.657 11.523 0.079
H 14.471 12.620 11.890 0.092
H 16.113 12.203 12.579 0.064
H 14.765 13.308 14.331 0.092
H 16.434 15.088 14.829 0.098
H 17.436 14.616 13.430 0.125
H 18.877 13.239 15.888 0.084
H 18.943 13.387 14.045 0.099
H 18.599 11.822 15.020 0.087
H 14.180 15.593 13.946 0.020
H 13.696 14.936 12.427 0.087
C 11.601 11.914 22.098 -0.038
C 11.843 13.384 21.809 -0.439
C 13.194 13.917 22.364 -0.180
O 13.291 15.303 21.982 -0.224
C 14.490 15.849 22.579 -0.096
N 11.646 13.660 20.409 0.058
H 12.209 11.452 21.308 0.082
H 10.599 11.600 22.063 0.054
H 12.041 11.478 23.039 0.099
H 11.138 14.009 22.352 0.131
H 14.028 13.393 21.901 0.118
H 13.144 13.803 23.450 0.126
H 15.420 15.348 22.232 0.078
H 14.443 15.754 23.678 0.089
H 14.589 16.948 22.308 0.085
H 11.893 14.613 20.117 0.077
H 12.226 13.055 19.829 0.038
C 10.460 21.707 15.064 -0.055
C 9.624 21.070 16.181 -0.417
C 10.480 20.819 17.391 -0.207
O 11.138 22.096 17.603 -0.197
C 12.135 21.853 18.572 -0.100
N 8.603 22.079 16.510 0.046
H 9.925 21.650 14.123 0.069
H 11.427 21.175 14.986 0.075
H 10.592 22.742 15.338 0.070
H 9.227 20.107 15.818 0.133
H 11.192 19.969 17.229 0.118
H 9.904 20.555 18.304 0.117
H 12.432 22.807 18.923 0.074
H 13.024 21.385 18.133 0.081
H 11.699 21.247 19.432 0.093
H 9.055 22.886 16.991 0.090
H 7.983 21.794 17.239 0.034
O 12.813 12.223 15.609 -0.062
H 13.562 11.597 15.518 0.043
H 12.075 11.854 16.039 -0.012
O 15.515 11.083 15.830 -0.056
H 16.146 10.791 15.133 0.071
H 15.493 12.022 15.825 -0.026
O 7.941 14.520 14.721 -0.135
H 7.319 15.275 14.776 0.033
H 8.520 14.792 13.894 0.046
O 8.597 13.574 20.698 -0.107
H 8.069 13.515 19.867 0.019
H 9.546 13.452 20.397 0.010
O 11.774 14.705 14.788 -0.040
H 12.015 13.808 14.980 -0.017
H 11.438 15.044 15.584 -0.034
O 11.658 15.645 17.543 -0.059
H 12.272 16.292 17.251 -0.017
H 11.094 16.049 18.241 0.006
```

---

Which of them is the most stable, and which is the least stable? 2 and 1, in that order.

---

## 1
Formula: BrH2NO
Source: the OMol25 dataset
Level of theory: ωB97M-V with the def2-TZVPD basis set

- HOMO-LUMO gap (alpha / beta) (eV) = 8.88 / 8.22
- net charge = 0
- molar mass (g/mol) = 111.9
- highest occupied orbital energy (alpha / beta) (eV) = -9.803 / -9.721

Structure (XYZ):
```
5
Properties=species:S:1:pos:R:3:nbo_charge:R:1
N 0.606 0.027 0.030 -0.341
O -0.480 -0.640 -0.017 -0.303
Br -2.363 0.541 0.015 -0.089
H 1.122 -0.075 0.917 0.368
H 1.115 0.147 -0.943 0.365
```

---

## 2
Formula: BrH2NO
Source: the OMol25 dataset
Level of theory: ωB97M-V with the def2-TZVPD basis set

- HOMO-LUMO gap (alpha / beta) (eV) = 5.01 / 5.01
- net charge = 0
- molar mass (g/mol) = 111.9
- highest occupied orbital energy (alpha / beta) (eV) = -8.821 / -8.815

Structure (XYZ):
```
5
Properties=species:S:1:pos:R:3:nbo_charge:R:1
N 0.354 1.256 0.609 -0.537
O -0.851 -1.335 0.311 -0.629
Br -0.524 -2.106 -1.109 0.522
H -0.224 1.378 -0.210 0.322
H 1.245 0.807 0.399 0.321
```

---

Which of them is the most stable, and which is the least stable? 1 and 2, in that order.

---

## 1
Formula: C3H6NO
Source: the OMol25 dataset
Level of theory: ωB97M-V with the def2-TZVPD basis set

- HOMO-LUMO gap (eV) = 13.96
- net charge = +1
- molar mass (g/mol) = 72.1
- highest occupied orbital energy (eV) = -17.595

Structure (XYZ):
```
11
Properties=species:S:1:pos:R:3:nbo_charge:R:1
C 3.046 1.048 0.897 0.502
C 0.222 -0.660 -0.517 -0.225
C -0.720 0.485 -0.313 -0.192
N 0.282 0.186 0.704 -0.579
O 4.177 1.126 1.056 -0.382
H -0.630 1.262 -0.903 0.227
H -0.277 -1.598 -0.400 0.245
H 0.914 -0.683 -1.381 0.272
H -1.730 0.434 -0.061 0.247
H 0.072 -0.047 1.663 0.453
H 1.266 0.670 0.855 0.432
```

---

## 2
Formula: C3H6NO
Source: the OMol25 dataset
Level of theory: ωB97M-V with the def2-TZVPD basis set

- HOMO-LUMO gap (alpha / beta) (eV) = 6.90 / 6.89
- net charge = +1
- molar mass (g/mol) = 72.1
- highest occupied orbital energy (alpha / beta) (eV) = -13.204 / -13.203

Structure (XYZ):
```
11
Properties=species:S:1:pos:R:3:nbo_charge:R:1
C 1.288 1.239 0.271 0.322
C -1.091 0.241 0.061 -0.387
C 0.097 -0.591 0.335 0.125
N -0.733 -0.905 -0.834 -0.552
O 1.349 -0.042 -0.005 -0.378
H 2.091 1.861 -0.194 0.224
H 0.579 1.825 0.914 0.257
H -1.923 0.230 0.790 0.238
H 0.022 -1.516 1.056 0.257
H -1.303 -1.754 -0.692 0.449
H -0.375 -0.588 -1.703 0.444
```

---

Which of them is the most stable, and which is the least stable? 1 and 2, in that order.

---

## 1
Formula: C7H9N3O
Source: the OMol25 dataset
Level of theory: ωB97M-V with the def2-TZVPD basis set

- HOMO-LUMO gap (eV) = 10.15
- net charge = 0
- molar mass (g/mol) = 151.2
- highest occupied orbital energy (eV) = -9.347

Structure (XYZ):
```
20
Properties=species:S:1:pos:R:3:nbo_charge:R:1
C -1.344 0.042 2.762 -0.097
C -1.103 0.436 1.388 -0.085
C 0.143 1.460 -1.742 -0.224
C 0.923 1.089 -0.812 -0.209
C -0.949 0.389 -1.913 -0.088
C 0.470 -0.463 -0.313 0.430
C 1.609 -1.458 -0.319 -0.621
N -0.520 -0.880 3.047 -0.241
N 0.223 -1.147 2.072 -0.088
N -0.093 -0.321 1.063 -0.197
O -0.456 -0.748 -1.293 -0.509
H -2.063 0.498 3.462 0.213
H -1.232 1.307 0.804 0.222
H 0.157 2.327 -2.277 0.219
H 1.705 1.620 -0.369 0.216
H -1.789 0.829 -1.397 0.174
H -1.310 -0.035 -2.973 0.208
H 1.880 -1.528 -1.349 0.220
H 1.314 -2.375 0.003 0.235
H 2.435 -1.044 0.157 0.223
```

---

## 2
Formula: C7H9N3O
Source: the OMol25 dataset
Level of theory: ωB97M-V with the def2-TZVPD basis set

- HOMO-LUMO gap (eV) = 9.35
- net charge = 0
- molar mass (g/mol) = 151.2
- highest occupied orbital energy (eV) = -8.613

Structure (XYZ):
```
20
Properties=species:S:1:pos:R:3:nbo_charge:R:1
C -2.360 0.444 -0.531 -0.114
C -1.262 1.854 0.617 0.089
C -1.201 -0.180 -0.076 0.125
C 1.910 0.863 -0.169 0.698
C -0.485 -1.526 -0.041 -0.434
C 0.642 -1.203 0.959 -0.429
C 0.770 0.308 0.972 -0.135
N -2.369 1.721 -0.072 -0.431
N -0.536 0.700 0.631 -0.367
N 1.481 2.057 -0.626 -0.839
O 2.930 0.273 -0.169 -0.576
H -2.897 0.002 -1.304 0.204
H -1.055 2.849 1.185 0.218
H -1.185 -2.506 0.102 0.238
H -0.085 -1.696 -1.032 0.221
H 0.432 -1.665 1.931 0.226
H 1.655 -1.732 0.656 0.247
H 1.186 0.865 1.927 0.238
H 0.474 2.346 -0.553 0.420
H 1.940 2.418 -1.455 0.400
```

---

Which of them is the most stable, and which is the least stable? 2 and 1, in that order.